# 1
12 unconnected molecules or ions with the total composition C5H34NO11 at a distorted geometry, computed with ωB97M-V/def2-TZVPD.

The geometry in ORCA input format:
```
! wB97M-V def2-TZVPD RIJCOSX def2/J DEFGRID3
* xyz 1 1
C -2.6695 -0.5726 1.1539
C -1.6016 -0.7838 0.0543
C -0.3089 -1.3943 0.8111
C 1.0066 -1.2220 0.0650
C 1.9759 -3.5082 -0.1227
N 1.5855 -2.3613 -0.6395
H -2.3366 -1.0623 2.1199
H -2.5628 0.5353 1.4844
H -3.6974 -1.0672 1.0839
H -1.9244 -1.3489 -0.8217
H -1.2655 0.1497 -0.3815
H -0.2875 -0.9895 1.8762
H -0.5211 -2.5541 0.9252
H 0.9079 -0.4024 -0.6000
H 1.7646 -0.9861 0.9682
H 2.4588 -4.2184 -0.7147
H 2.0798 -3.7597 0.9287
H 1.7855 -2.1896 -1.7063
H 1.2381 0.9178 -4.1147
H -0.0405 1.0392 -3.1567
O 0.5636 0.4707 -3.7187
H 0.3155 -2.9938 -3.5585
H 0.6901 -1.6897 -4.1283
O 1.0564 -2.4098 -3.4957
H -1.1202 3.9119 2.2118
H -1.3838 2.8015 1.0807
O -0.7822 3.3797 1.4339
H 0.7790 2.9266 0.6575
H 1.3013 4.1742 0.2637
O 1.6192 3.2368 0.4052
H -3.1461 1.5001 3.9279
H -4.1343 1.8884 2.7317
O -3.3101 2.2612 3.2527
H 3.1201 -0.5970 -2.4489
H 3.0305 -1.9347 -3.3322
O 3.0467 -1.5413 -2.3769
H -0.6369 2.9202 -2.2943
H 0.5859 3.6126 -2.8673
O -0.0033 2.8738 -2.8822
H 3.9254 1.6910 -1.3839
H 2.7417 1.9920 -0.3057
O 3.1923 1.2673 -0.9578
H -0.4651 0.0584 5.0483
H 0.5606 -0.9957 5.1132
O -0.2882 -0.9439 4.9243
H -3.7245 2.3252 -2.6311
H -3.7695 2.7291 -1.1119
O -3.1817 2.3298 -1.8448
H -0.1203 -3.0025 3.1423
H 1.2589 -3.3658 3.3160
O 0.6921 -3.0978 2.6160
*
```

Values from the calculation:
LUMO energy = -3.08 eV
Kohn-Sham gap = 10.16 eV
strongest force on any atom = 7.49 eV/Å
ΔE to the lowest compared entry with this formula, charge and spin = 6.203 eV
HOMO = -13.24 eV

=====

# 2
A molecular structure, C25H18N6O4S7Tm at a distorted geometry, computed with ωB97M-V/def2-TZVPD.

The geometry in ORCA input format:
```
! wB97M-V def2-TZVPD RIJCOSX def2/J DEFGRID3
* xyz -1 3
Tm -0.5651 0.4660 0.4441
O 3.5472 1.7899 -1.8464
C 3.8227 2.7922 -1.0031
C 4.9109 3.5701 -1.2861
C 5.3688 4.5373 -0.4032
C 4.6542 4.7962 0.7679
C 3.5841 3.9372 1.1338
C 3.1082 2.9941 0.1818
C 1.9118 2.2196 0.5863
O 1.1940 1.5976 -0.2515
N 1.7692 2.2757 1.9049
N 0.7008 1.5551 2.3669
C 0.2811 1.4926 3.5920
C -0.8193 0.5664 3.8193
C -1.4343 0.5522 5.0321
C -2.3864 -0.5072 5.3845
C -2.6876 -1.3634 4.3422
C -2.0512 -1.2630 3.1461
N -1.0435 -0.3768 2.8172
H 2.5966 1.5453 -1.8475
H 5.4987 3.2925 -2.1606
H 6.2119 5.1192 -0.6072
H 5.0652 5.4809 1.4977
H 3.0645 4.1575 2.0188
H 0.6657 2.0663 4.4366
H -1.2319 1.3313 5.8349
H -2.9222 -0.5498 6.2809
H -3.3991 -2.2727 4.4837
H -2.2988 -1.9249 2.3471
S -6.1548 -0.3088 4.6043
C -5.3115 -0.0023 3.2554
S -4.9555 -1.1402 1.9962
C -3.7972 -0.1922 1.0946
C -3.7628 1.0886 1.4851
S -2.5890 2.2419 0.9497
S -4.6707 1.5199 2.8326
S -2.8526 -0.8987 -0.2599
N -2.6009 -4.1443 -6.0653
C -1.9409 -3.1582 -5.3134
C -2.5226 -2.4989 -4.2609
C -1.8203 -1.4948 -3.5433
C -0.4775 -1.2706 -3.8304
C 0.1498 -2.0669 -4.8167
C -0.5385 -2.9472 -5.5820
S 0.5412 -0.1863 -2.7692
O 1.1970 0.7852 -3.5952
O -0.4754 0.2671 -1.7997
N 1.5855 -1.1795 -2.1419
C 1.7387 -1.6138 -0.8825
S 3.0288 -2.8783 -0.5822
C 2.6232 -2.8352 1.0874
C 1.6607 -1.9036 1.3543
N 1.1773 -1.2341 0.2452
H -3.4642 -4.4571 -5.7987
H -1.9825 -4.8203 -6.5174
H -3.5274 -2.7039 -3.9906
H -2.4230 -0.9895 -2.8055
H 1.2234 -1.8853 -5.0441
H -0.2200 -3.5640 -6.3746
H 2.9579 -3.6017 1.8277
H 1.0877 -1.8048 2.2279
*
```

Values from the calculation:
LUMO energy (spin up / spin down) = 1.56 / 1.56 eV
Kohn-Sham gap (spin up / spin down) = 6.01 / 6.00 eV
strongest force on any atom = 4.21 eV/Å
ΔE to the lowest compared entry with this formula, charge and spin = 0.863 eV
HOMO (spin up / spin down) = -4.45 / -4.45 eV

=====

# 3
10 unconnected molecules or ions with the total composition H20O10 at a distorted geometry, computed with ωB97M-V/def2-TZVPD.

The geometry in ORCA input format:
```
! wB97M-V def2-TZVPD RIJCOSX def2/J DEFGRID3
* xyz 0 1
O -2.7320 2.6445 -1.1773
H -2.4423 2.9628 -0.2310
H -2.9719 3.4142 -1.6878
O -3.0474 -0.0345 -0.7903
H -2.2629 0.1601 -1.3469
H -3.5601 0.7244 -0.6543
O -0.7835 2.1095 0.8608
H -0.3454 1.9230 1.6350
H -1.4146 1.3508 0.8000
O -1.1861 -2.4476 -1.0884
H -1.4432 -2.3390 -0.1418
H -1.1963 -3.4315 -1.2610
O 3.7001 -1.4215 -0.1776
H 2.8082 -1.1654 -0.1992
H 3.8088 -2.1410 -0.8445
O 1.2972 -1.0169 -0.8249
H 0.6844 -0.2874 -0.3890
H 0.5615 -1.6457 -0.9519
O 1.7704 1.4014 1.1694
H 1.0761 2.1012 0.9624
H 2.5628 1.3983 0.5482
O -0.2901 -0.5568 1.6052
H 0.0543 -1.4789 1.5805
H 0.6262 0.0410 1.3930
O -2.6548 -2.0565 1.1028
H -2.9937 -1.0795 0.8784
H -2.0692 -1.9194 1.8075
O 4.0206 1.3738 -0.7221
H 4.1297 0.5786 -0.1376
H 3.6325 0.8698 -1.4203
*
```

Values from the calculation:
SMILES = O.O.O.O.O.O.O.O.O.O
LUMO energy = 0.18 eV
Kohn-Sham gap = 11.43 eV
strongest force on any atom = 4.16 eV/Å
ΔE to the lowest compared entry with this formula, charge and spin = 3.502 eV
HOMO = -11.24 eV

=====

# 4
A molecular structure, C20H17Cl3IrN4O13S7 at a distorted geometry, computed with ωB97M-V/def2-TZVPD.

The geometry in ORCA input format:
```
! wB97M-V def2-TZVPD RIJCOSX def2/J DEFGRID3
* xyz -2 2
Ir -0.0138 0.0430 1.2965
C 1.7618 3.1386 3.3461
S 0.1170 3.2173 2.6285
O -0.1710 4.6294 2.4470
O -0.7209 2.4925 3.5605
O 0.2907 2.5323 1.3204
H 1.7725 3.7638 4.2375
H 2.4841 3.5137 2.6203
H 1.9604 2.1005 3.6150
N 3.9973 0.2291 0.6471
C 2.7589 0.7358 0.8371
N 1.8306 -0.0999 0.4552
C 2.4756 -1.2528 0.0331
C 1.9662 -2.4439 -0.4687
C 2.8760 -3.4088 -0.8463
C 4.2602 -3.1990 -0.7394
C 4.7756 -2.0149 -0.2500
C 3.8538 -1.0489 0.1376
H 4.8515 0.6956 0.8867
H 2.5440 1.7132 1.2392
H 0.8977 -2.5905 -0.5318
H 2.5170 -4.3563 -1.2271
H 4.9387 -3.9868 -1.0421
H 5.8422 -1.8514 -0.1636
Cl -2.7929 -0.1152 1.8870
C -3.3673 -3.1073 0.2528
S -1.7330 -3.1722 1.0333
C -2.2401 -3.4603 2.6890
C -2.0351 -2.6839 3.7680
S -1.3206 -1.0786 3.8486
S -2.5779 -3.3363 5.2945
C -3.2040 -4.8347 4.7202
S -3.9010 -5.9892 5.6769
S -3.0049 -5.0007 3.0148
H -3.1736 -3.0273 -0.8166
H -3.8829 -2.2119 0.5974
H -3.9494 -4.0082 0.4423
O 1.5071 -0.2779 3.1183
S 1.2663 -1.7009 3.4475
O 2.3388 -2.4480 4.0361
O 0.6797 -2.3493 2.2735
O 0.1224 -1.6599 4.5823
O 0.4134 -0.1642 -2.1332
C -0.5583 0.4134 -1.6478
O -0.9855 0.4079 -0.4557
C -1.4308 1.2717 -2.5479
C -2.3616 2.1521 -2.0064
C -3.1054 2.9372 -2.8744
C -2.9629 2.8767 -4.2480
C -2.0299 1.9883 -4.7465
C -1.2580 1.1873 -3.9188
N -1.8552 1.9013 -6.1963
O -2.5519 2.6077 -6.9021
O -1.0253 1.1263 -6.6282
N -4.0987 3.8767 -2.3326
O -4.7203 4.5616 -3.1313
O -4.2423 3.9229 -1.1354
H -2.4880 2.2107 -0.9324
H -3.5565 3.4975 -4.8981
H -0.5214 0.5067 -4.3197
Cl 4.2364 2.0201 -2.4209
C 2.4716 2.0608 -2.6844
Cl 1.6235 2.9725 -1.4395
H 2.0967 1.0425 -2.6589
H 2.3125 2.5329 -3.6466
*
```

Values from the calculation:
LUMO energy (spin up / spin down) = 2.81 / 2.81 eV
Kohn-Sham gap (spin up / spin down) = 5.71 / 5.68 eV
strongest force on any atom = 1.32 eV/Å
ΔE to the lowest compared entry with this formula, charge and spin = 2.387 eV
HOMO (spin up / spin down) = -2.90 / -2.87 eV

=====

# 5
C4H5N3O3S in the gas phase at a distorted geometry, computed with ωB97M-V/def2-TZVPD.

The geometry in ORCA input format:
```
! wB97M-V def2-TZVPD RIJCOSX def2/J DEFGRID3
* xyz 0 1
C -0.2713 2.4610 0.1154
S 0.7765 1.0550 -0.0163
O 2.0244 1.2715 0.6640
O 0.8263 0.6077 -1.3636
O -0.0878 0.0188 0.8085
C -0.4232 -1.2112 0.1980
N 1.0305 -2.1035 0.1219
C -0.8480 -1.0316 -1.1679
N -1.1350 -1.3314 -2.2115
C -1.3642 -1.9257 0.9695
N -2.0684 -2.3818 1.7291
H 0.2821 3.4093 -0.0150
H -0.8566 2.5273 -0.8589
H -0.8103 2.3614 1.0883
H 1.2737 -2.2526 -0.8002
H 1.6513 -1.4740 0.7388
*
```

Values from the calculation:
SMILES = CS(=O)(=O)OC(N)(C#N)C#N
LUMO energy = 0.15 eV
Kohn-Sham gap = 11.12 eV
strongest force on any atom = 6.42 eV/Å
ΔE to the lowest compared entry with this formula, charge and spin = 2.523 eV
HOMO = -10.96 eV

=====

# 6
C4H6O2 in the gas phase, computed with ωB97M-V/def2-TZVPD.

The geometry in ORCA input format:
```
! wB97M-V def2-TZVPD RIJCOSX def2/J DEFGRID3
* xyz 0 1
O -1.4107 -1.6443 -0.6488
C 0.9767 -0.5271 -0.0066
C -1.5093 -0.3967 -0.0093
C -0.2056 0.3407 -0.2488
O 0.5392 0.7785 0.9612
C 1.8200 0.6629 0.2459
H -0.5422 -1.9961 -0.3833
H -2.3712 0.1156 -0.4422
H -1.6742 -0.4961 1.0721
H -0.2122 1.1572 -0.9757
H 2.6580 0.5451 0.9305
H 1.9316 1.4602 -0.4951
*
```

Values from the calculation:
LUMO energy = 0.85 eV
Kohn-Sham gap = 9.93 eV
strongest force on any atom = 0.32 eV/Å
ΔE to the lowest compared entry with this formula, charge and spin = 5.445 eV
HOMO = -9.08 eV

=====

# 7
5 unconnected molecules or ions with the total composition C14H35B2F3O8S4, computed with ωB97M-V/def2-TZVPD.

The geometry in ORCA input format:
```
! wB97M-V def2-TZVPD RIJCOSX def2/J DEFGRID3
* xyz -2 1
C 2.9353 -0.7147 -3.4863
C 2.0787 0.5436 -3.6774
B 1.8820 1.5340 -2.3716
C 3.2889 2.2351 -1.9124
O 4.2992 1.2809 -1.3167
C 5.4327 1.7287 -0.9069
F 5.4180 2.2051 0.3907
F 5.9793 2.7464 -1.6280
F 6.3702 0.7447 -0.8933
B 1.0693 0.7712 -1.0888
C 1.3328 1.0121 0.4692
O -0.0140 -0.1325 -1.3430
C 0.9478 2.8786 -2.7581
O 0.8164 3.2085 -3.9733
O 0.4415 3.5023 -1.7679
H 2.4976 -1.3935 -2.7454
H 3.0318 -1.2968 -4.4128
H 3.9510 -0.4749 -3.1585
H 2.4647 1.1166 -4.5283
H 1.0754 0.2094 -3.9693
H 3.0965 2.9976 -1.1542
H 3.7787 2.7029 -2.7705
H 2.3806 0.8511 0.7332
H 0.6795 0.4108 1.1158
H 1.0900 2.0646 0.6477
H 0.1482 -0.9695 -0.8938
C -3.0319 0.4806 -0.2011
S -2.9804 1.8147 0.9837
O -2.0314 1.4084 2.0595
C -4.6099 1.5309 1.6927
H -2.0769 0.4499 -0.7321
H -3.1900 -0.4609 0.3281
H -3.8403 0.6702 -0.9090
H -4.6614 0.5135 2.0796
H -5.3837 1.6887 0.9415
H -4.7463 2.2406 2.5047
C -0.7542 -0.4803 4.1558
S -1.1375 -2.1776 4.5818
O -1.8230 -2.8208 3.4350
C -2.4396 -1.7608 5.7597
H 0.0246 -0.4756 3.3948
H -1.6369 0.0129 3.7459
H -0.3978 0.0167 5.0597
H -3.2108 -1.1893 5.2420
H -2.0148 -1.1838 6.5819
H -2.8564 -2.6929 6.1370
C -5.5298 0.9949 5.9673
S -6.7315 0.1625 4.9240
O -6.9180 1.0247 3.7346
C -8.1480 0.4440 5.9979
H -4.5778 0.9731 5.4400
H -5.8434 2.0270 6.1228
H -5.4409 0.4646 6.9158
H -8.2732 1.5155 6.1542
H -7.9946 -0.0726 6.9456
H -9.0219 0.0377 5.4936
C 4.8784 -3.7723 -7.8919
S 5.0700 -4.2965 -6.1784
O 3.8987 -3.7791 -5.4481
C 6.4237 -3.1721 -5.8029
H 4.0324 -4.3185 -8.3037
H 4.6720 -2.7025 -7.9135
H 5.7834 -4.0093 -8.4530
H 6.0938 -2.1489 -5.9800
H 7.2909 -3.4213 -6.4164
H 6.6622 -3.2983 -4.7492
*
```

Values from the calculation:
LUMO energy = 2.91 eV
Kohn-Sham gap = 2.27 eV
strongest force on any atom = 0.88 eV/Å
HOMO = 0.64 eV

=====

# 8
7 unconnected molecules or ions with the total composition C40H95NO19 at a distorted geometry, computed with ωB97M-V/def2-TZVPD.

The geometry in ORCA input format:
```
! wB97M-V def2-TZVPD RIJCOSX def2/J DEFGRID3
* xyz 0 1
C 0.0919 -3.3129 -4.2766
O -0.4612 -4.5042 -4.8269
C -0.1037 -5.6778 -4.0488
C -0.9857 -5.6484 -2.7404
C -0.8809 -6.9199 -1.8670
N -2.3233 -5.3514 -3.0895
H -0.5423 -3.0258 -3.4379
H 0.4032 -2.4808 -4.9081
H 1.0292 -3.5606 -3.7785
H -0.3445 -6.5670 -4.6313
H 0.9426 -5.7584 -3.7541
H -0.5184 -4.8411 -2.1764
H -1.8499 -7.0217 -1.3783
H 0.0436 -6.8216 -1.2982
H -0.8445 -7.8598 -2.4179
H -2.2375 -4.6827 -3.8416
H -2.7769 -6.1562 -3.4978
C 8.3778 -3.7164 4.2421
O 7.3929 -3.9678 3.2596
C 6.9340 -5.3105 3.0702
C 5.6915 -5.4921 2.2670
O 4.4967 -4.8442 2.8454
C 3.5111 -4.3053 1.9573
C 2.7994 -5.3358 1.0708
O 1.5906 -4.8567 0.5030
C 0.4755 -5.1362 1.3141
H 8.5449 -2.6442 4.3452
H 9.3596 -4.1676 4.0985
H 7.9151 -4.0319 5.1772
H 6.5203 -5.6661 4.0139
H 7.7964 -5.9034 2.7656
H 5.4078 -6.5331 2.1123
H 5.7734 -5.0686 1.2659
H 3.9677 -3.4696 1.4270
H 2.7389 -3.8057 2.5422
H 2.7857 -6.3217 1.5355
H 3.4097 -5.5300 0.1887
H 0.6334 -4.5248 2.2025
H 0.3259 -6.2006 1.4950
H -0.4360 -4.6608 0.9518
C -4.9819 -4.7291 -4.1861
O -4.2357 -4.7208 -5.3998
C -3.8468 -3.5304 -5.8967
C -4.8488 -2.4058 -6.0203
O -4.3254 -1.0783 -6.3711
C -3.6361 -0.5118 -5.2858
C -4.4798 -0.2815 -4.0202
O -4.5759 -1.4164 -3.1218
C -3.5257 -1.4953 -2.2071
H -4.6551 -4.0445 -3.4034
H -5.0409 -5.7381 -3.7780
H -5.9731 -4.4213 -4.5189
H -3.3193 -3.8681 -6.7887
H -2.9643 -3.3001 -5.2997
H -5.4262 -2.4121 -5.0959
H -5.5275 -2.8502 -6.7483
H -3.3233 0.4605 -5.6666
H -2.7263 -1.0466 -5.0134
H -5.4488 -0.0464 -4.4605
H -4.3804 0.6474 -3.4586
H -2.5848 -1.7164 -2.7111
H -3.8542 -2.2602 -1.5034
H -3.5606 -0.6852 -1.4787
C 5.1661 -1.9772 -0.9274
O 5.4758 -1.1499 -1.9602
C 4.3913 -0.2571 -2.2515
C 4.3920 0.9582 -1.3620
O 3.7929 0.8865 -0.0742
C 3.7827 1.9720 0.8612
C 3.0996 1.6793 2.1870
O 3.1894 0.2250 2.4863
C 2.0652 -0.0249 3.2646
H 5.1308 -1.3875 -0.0114
H 6.0304 -2.6332 -0.8235
H 4.1915 -2.4110 -1.1510
H 3.3667 -0.6276 -2.2193
H 4.5217 0.0979 -3.2738
H 3.9958 1.8207 -1.8979
H 5.4162 1.2332 -1.1098
H 3.2806 2.8488 0.4521
H 4.7665 2.3552 1.1319
H 2.0707 2.0298 2.1059
H 3.5420 2.3138 2.9550
H 2.3097 0.5222 4.1751
H 1.9439 -1.0518 3.6095
H 1.1303 0.3203 2.8231
C -5.1628 0.7153 4.0944
O -3.8478 1.0304 3.8111
C -3.0798 -0.1248 4.0036
C -1.5721 0.1499 3.8733
O -1.1350 1.1662 4.7408
C -1.0944 0.9263 6.2126
C 0.1783 0.0706 6.5871
O 0.2211 -0.1921 7.9913
C 1.3324 -0.9199 8.5315
H -5.6718 1.6054 3.7246
H -5.4100 0.6284 5.1524
H -5.4721 -0.0130 3.3447
H -3.3442 -0.9475 3.3392
H -3.2146 -0.5366 5.0038
H -1.3613 0.4925 2.8602
H -0.8815 -0.6929 3.8468
H -1.8591 0.1954 6.4753
H -1.1240 1.7881 6.8792
H 1.0887 0.5761 6.2652
H 0.2266 -0.8354 5.9830
H 2.1007 -0.2147 8.8487
H 1.8480 -1.4430 7.7262
H 0.9794 -1.6002 9.3066
C -1.8220 12.6991 2.7904
O -2.0837 12.0664 1.5782
C -1.0038 11.1717 1.2022
C -1.2110 10.3971 -0.0380
O -0.2579 9.3349 -0.1557
C -0.4805 8.4700 -1.3444
C -1.2704 7.1033 -0.9961
O -2.6778 7.3770 -1.1766
C -3.5056 6.2846 -0.8798
H -0.7515 12.8746 2.8971
H -2.2527 12.2569 3.6888
H -2.2861 13.6854 2.7794
H -0.6164 10.4299 1.9006
H -0.0901 11.7420 1.0351
H -1.1913 10.9837 -0.9565
H -2.2558 10.0964 0.0396
H 0.5097 8.2107 -1.7190
H -0.9041 9.0440 -2.1685
H -0.9404 6.8133 0.0014
H -0.9018 6.2835 -1.6126
H -4.2646 6.7035 -0.2190
H -2.9480 5.4351 -0.4853
H -4.0285 6.0139 -1.7970
C -1.4655 -1.6221 0.4317
O -0.2383 -1.7239 -0.3232
C 0.4830 -0.4436 -0.3284
C 0.2403 0.1893 -1.6851
O -1.1138 0.5402 -1.9051
C -1.4364 1.9266 -1.6101
C -1.0779 2.8049 -2.8480
O 0.3179 3.1252 -3.0067
C 0.5531 4.2266 -3.9358
H -2.0892 -2.5077 0.3096
H -2.0096 -0.7823 -0.0005
H -1.4147 -1.3925 1.4960
H 1.5682 -0.5237 -0.2645
H 0.0069 0.2116 0.4011
H 0.5528 -0.5036 -2.4663
H 0.9295 1.0311 -1.7524
H -0.9909 2.2512 -0.6697
H -2.5100 1.9673 -1.4265
H -1.5984 3.7274 -2.5903
H -1.5463 2.3595 -3.7256
H 0.2894 3.8376 -4.9193
H 1.6243 4.3078 -3.7509
H -0.0491 5.0829 -3.6321
*
```

Values from the calculation:
SMILES = COC[C@H](C)N.COCCOCCOC.COCCOCCOC.COCCOCCOC.COCCOCCOC.COCCOCCOC.COCCOCCOC
LUMO energy = 0.32 eV
Kohn-Sham gap = 8.98 eV
strongest force on any atom = 3.79 eV/Å
ΔE to the lowest compared entry with this formula, charge and spin = 5.650 eV
HOMO = -8.66 eV

=====

What is the strongest force on any atom in the fourth record?
1.32 eV/Å